(1)
ORCA calculation (wB97M-V/def2-TZVPD) on a molecular structure, C27H21N13OSW at a distorted geometry.

Computed properties:
HOMO level (alpha / beta): -3.891 / -3.513 eV
frontier orbital gap (alpha / beta): 5.7 / 5.4 eV
<S²>: 0.759
energy above the lowest of the compared OMol25 structures with the same formula, charge and spin: 116.2 kJ/mol

Structure (ORCA input):
```
! wB97M-V def2-TZVPD RIJCOSX def2/J DEFGRID3
* xyz -1 2
W 0.60552 -0.53401 0.04602
O 0.35149 -2.65421 -3.51542
C 0.69877 -1.86294 -2.63008
N 0.87270 -2.11602 -1.33024
C 0.24338 -3.32276 -0.86807
C -1.12740 -2.93246 -0.37047
C -2.10289 -3.88795 -0.15035
C -3.35105 -3.49471 0.30615
C -3.57403 -2.14013 0.49652
C -2.55767 -1.24315 0.22846
N -1.33474 -1.61555 -0.17166
C 0.96858 -0.42670 -2.91983
C 1.28967 -0.00394 -4.19805
C 1.56123 1.33185 -4.43017
C 1.50783 2.19347 -3.33671
C 1.14649 1.70382 -2.10019
N 0.84097 0.41563 -1.86326
H 0.81522 -3.78392 -0.05134
H 0.16042 -4.05335 -1.68591
H -1.86827 -4.92625 -0.32680
H -4.12424 -4.22395 0.49814
H -4.52455 -1.76979 0.84769
H -2.70825 -0.17857 0.37305
H 1.33473 -0.75302 -4.97325
H 1.81770 1.68742 -5.41704
H 1.74596 3.24219 -3.44063
H 1.08261 2.37467 -1.25714
N 3.18206 -1.60421 2.20212
C 1.91978 -2.07251 2.43223
N 1.60681 -2.99886 3.32971
N 0.29336 -3.15575 3.20822
N -0.18480 -2.38224 2.30919
N 0.81259 -1.65899 1.76785
C 3.51580 -0.77434 1.16642
N 4.75308 -0.41960 0.84835
N 4.61833 0.37537 -0.20415
N 3.38817 0.51748 -0.52183
N 2.62456 -0.19484 0.32395
H 3.92222 -1.97432 2.77435
S -1.62913 1.35027 1.77815
C -0.13159 1.21196 1.01109
C -1.18777 6.08581 0.00848
C -0.23464 6.02826 1.01260
C 0.33517 4.82223 1.36668
C -0.03437 3.64696 0.71175
C -1.02432 3.70565 -0.27425
C -1.58605 4.91748 -0.62236
N 0.58753 2.43325 1.00533
C 1.89735 2.43984 1.50396
C 2.22727 1.62197 2.58551
C 3.51613 1.61873 3.08606
C 4.48649 2.43154 2.52530
C 4.15977 3.25060 1.45607
C 2.87611 3.26408 0.94911
H -1.61910 7.03452 -0.27527
H 0.06347 6.92578 1.53793
H 1.07380 4.77688 2.15452
H -1.33490 2.79516 -0.77235
H -2.33058 4.94747 -1.40737
H 1.45716 1.00169 3.02887
H 3.76036 0.96756 3.91387
H 5.49733 2.40515 2.90505
H 4.91672 3.86683 0.99548
H 2.62344 3.89489 0.10930
*
```

=====

(2)
ORCA calculation (wB97M-V/def2-TZVPD) on a molecular structure, C27H22Cl2N3P2PdS4SbSe2 at a distorted geometry.

Computed properties:
HOMO level (alpha / beta): -1.367 / -1.515 eV
frontier orbital gap (alpha / beta): 5.1 / 5.3 eV
energy above the lowest of the compared OMol25 structures with the same formula, charge and spin: 78.3 kJ/mol

Structure (ORCA input):
```
! wB97M-V def2-TZVPD RIJCOSX def2/J DEFGRID3
* xyz -2 1
Pd 0.69447 1.52626 0.24239
S 4.21352 4.26894 -1.80334
Sb 3.12870 2.25196 -1.71290
S 2.95200 2.03243 0.95210
S 0.79737 2.73650 -1.80070
S 3.97453 0.40877 1.45765
Se 0.72934 -0.89853 7.34484
P 0.69813 0.71792 5.97940
C -0.50362 1.95320 6.58540
C -1.80460 1.51970 6.83901
C -2.71812 2.36212 7.44571
C -2.34607 3.65024 7.81061
C -1.05818 4.09150 7.55929
C -0.13854 3.24434 6.95256
C 2.29020 1.58435 5.87424
C 2.92338 1.99409 7.05028
C 4.14013 2.64853 6.98658
C 4.74636 2.87592 5.75146
C 4.13703 2.44262 4.58701
C 2.90609 1.79756 4.64554
C 0.36022 0.30827 4.27283
C -0.09839 0.94875 3.11814
N 0.33212 0.19047 2.08609
N 0.97571 -0.85974 2.56058
N 0.99968 -0.81735 3.86624
P -1.06832 2.34314 2.53148
Se -1.90797 1.87052 0.62247
C -0.01811 3.81430 2.53924
C 0.65641 4.15622 3.70615
C 1.61359 5.15744 3.68843
C 1.91003 5.80451 2.49486
C 1.23357 5.47109 1.33062
C 0.25799 4.48440 1.35177
C -2.45853 2.62885 3.66455
C -3.34099 1.56821 3.87386
C -4.54957 1.78450 4.51000
C -4.88541 3.06077 4.94950
C -4.00104 4.11051 4.76587
C -2.78845 3.89796 4.12026
H -2.08264 0.50419 6.58443
H -3.72591 2.01437 7.63378
H -3.06449 4.30818 8.28490
H -0.75952 5.09504 7.83646
H 0.86992 3.59378 6.77643
H 2.46223 1.77823 8.00716
H 4.62769 2.96893 7.89957
H 5.70516 3.37858 5.70537
H 4.60264 2.58393 3.61934
H 2.45684 1.45340 3.71980
H 0.45789 3.61618 4.62126
H 2.15945 5.39518 4.59380
H 2.69540 6.54969 2.46494
H 1.49970 5.92972 0.38715
H -0.23212 4.19035 0.43254
H -3.08575 0.58299 3.50137
H -5.23541 0.95935 4.65714
H -5.83567 3.23215 5.44125
H -4.25431 5.10349 5.11659
H -2.10791 4.72381 3.95304
Cl -1.70398 -3.20704 -0.16692
C -0.51789 -1.88643 0.06454
Cl 0.51121 -1.65797 -1.34517
H 0.10842 -2.13346 0.91522
H -1.06821 -0.96765 0.23893
*
```

=====

(3)
ORCA calculation (wB97M-V/def2-TZVPD) on a molecular structure, C27H22Co2NO6 at a distorted geometry.

Computed properties:
HOMO level: -4.055 eV
frontier orbital gap: 5.8 eV
energy above the lowest of the compared OMol25 structures with the same formula, charge and spin: 16.9 kJ/mol

Structure (ORCA input):
```
! wB97M-V def2-TZVPD RIJCOSX def2/J DEFGRID3
* xyz -1 1
C -1.14170 -3.03013 1.48757
C -1.99795 -1.98555 2.20372
C -1.22757 -0.76466 2.59540
C 0.19449 -0.83325 2.70776
C 0.92074 0.33259 3.09753
C 0.23962 1.50270 3.36535
C -1.16441 1.62679 3.17373
C -1.77675 2.91640 3.28458
C -2.94841 3.28984 2.62964
C -3.86442 4.39567 2.91275
C -4.93474 4.33555 1.99833
C -4.71069 3.22295 1.10456
C -3.50292 2.60863 1.45881
C -1.88096 0.43495 2.84259
C 2.41259 0.29105 3.21038
C 3.03742 -0.88495 2.46937
C 2.26016 -2.15856 2.74218
N 0.85751 -1.99346 2.42487
C 0.15317 -3.24319 2.24401
H -1.67111 -3.98432 1.42922
H -0.92871 -2.70245 0.46071
H -2.84342 -1.70763 1.56256
H -2.41974 -2.44867 3.11078
H 0.80380 2.37972 3.68611
H -1.25619 3.67249 3.87683
H -3.69457 5.12554 3.70290
H -5.78863 5.00505 1.92891
H -5.37523 2.93183 0.29264
H -2.99830 1.77653 0.98220
H -2.97295 0.45036 2.78469
H 2.82813 1.22757 2.82286
H 2.69169 0.23174 4.27328
H 3.04402 -0.68189 1.39229
H 4.07143 -1.02922 2.78769
H 2.64270 -2.99133 2.13807
H 2.36482 -2.45481 3.80246
H -0.04066 -3.70236 3.22959
H 0.81969 -3.92320 1.70168
O 0.54566 -1.18266 -2.57393
C -0.22750 -0.51771 -3.11872
Co -1.30558 0.55940 -3.98651
C -0.73959 2.13713 -3.42320
O -0.24967 3.14921 -3.15977
C -0.57902 0.33837 -5.57914
O -0.06801 0.25085 -6.61237
C -2.91716 -0.10507 -3.07147
C -3.54443 0.61433 -2.05908
C -3.86977 0.61069 -0.75119
Co -3.62706 1.41674 -3.66211
C -3.40198 2.99068 -2.88773
O -3.28050 3.99134 -2.32649
C -5.39407 1.55033 -3.98634
O -6.54258 1.60425 -4.11627
C -2.98820 1.81921 -5.35730
O -2.97697 2.22005 -6.44891
H -3.12513 -1.16524 -3.24172
H -4.78712 1.10434 -0.42144
H -3.32019 -0.01688 -0.03485
*
```

=====

(4)
ORCA calculation (wB97M-V/def2-TZVPD) on a molecular structure, C27H22CuI2N5O.

Computed properties:
HOMO level (alpha / beta): -9.885 / -9.855 eV
frontier orbital gap (alpha / beta): 7.5 / 6.6 eV
<S²>: 0.752

Structure (ORCA input):
```
! wB97M-V def2-TZVPD RIJCOSX def2/J DEFGRID3
* xyz 1 2
Cu 0.53929 0.08510 -0.00387
C -1.74223 -1.65754 -1.05413
N -1.57204 -0.21073 -0.86471
C -2.45636 0.32145 0.17412
C -2.04350 -0.20361 1.53334
C -2.91482 -0.22778 2.61172
C -2.45351 -0.70957 3.82477
C -1.14379 -1.15933 3.92180
C -0.34316 -1.09742 2.79811
N -0.78447 -0.62984 1.62585
C -1.66706 0.52498 -2.12300
C -0.88689 1.81789 -2.07854
C -1.23959 2.90028 -2.86724
C -0.43306 4.02579 -2.85589
C 0.69905 4.03191 -2.05664
C 0.97087 2.91580 -1.28870
N 0.19028 1.82944 -1.29153
C -0.46169 -2.28755 -1.53655
C -0.44375 -3.29682 -2.47887
C 0.77379 -3.86797 -2.82557
C 1.92932 -3.40367 -2.22492
C 1.83376 -2.37019 -1.30672
N 0.66107 -1.82940 -0.96209
H -2.56750 -1.88380 -1.73547
H -1.98862 -2.09903 -0.08877
H -3.50762 0.07549 -0.01621
H -2.37387 1.41229 0.16588
H -3.93401 0.12032 2.49781
H -3.11044 -0.74029 4.68478
H -0.75135 -1.55161 4.84954
H 0.69050 -1.42319 2.82290
H -2.70774 0.71969 -2.40355
H -1.23465 -0.10159 -2.90790
H -2.12922 2.85455 -3.48322
H -0.68449 4.88518 -3.46446
H 1.36122 4.88582 -2.02335
H 1.84461 2.88068 -0.65155
H -1.36809 -3.63290 -2.93056
H 0.81379 -4.65901 -3.56376
H 2.89722 -3.81782 -2.47066
H 2.70979 -1.93857 -0.84187
I 5.49234 0.10554 -0.89755
C 4.45009 1.21982 0.52044
C 5.12932 2.15256 1.32544
C 4.46501 2.89106 2.26493
I 5.55178 4.24960 3.42158
C 3.07037 2.72588 2.43606
C 2.27008 3.43359 3.36349
C 0.92687 3.19885 3.43183
C 0.35484 2.25233 2.56452
N 1.05686 1.57653 1.68970
C 2.40270 1.78617 1.61728
C 3.09338 1.00045 0.64231
O 2.43144 0.12514 -0.08090
H 6.19538 2.28252 1.19444
H 2.73514 4.16021 4.01679
H 0.30242 3.72953 4.13724
H -0.71243 2.04773 2.59957
*
```

=====

These records have electronic energy values of -2293.92418, -9573.39319, -4313.73540, -3626.84773 Ha, in the order they appear.